1:
The following is a DFT calculation (wB97M-V/def2-TZVPD) of a structure of composition C7H11Cl.

Calculated values
Kohn-Sham gap ... 9.813 eV
Multiplicity ... 1
HOMO ... -9.08 eV
LUMO level ... 0.73 eV

XYZ file:
```
19
Properties=species:S:1:pos:R:3:mulliken_charge:R:1
C -2.000 -0.442 -1.132 -0.793
C -2.030 0.290 0.168 -0.456
C -0.627 0.464 0.422 0.667
C -0.158 1.627 0.259 -0.692
C 1.342 2.047 0.130 -0.921
C 0.314 -0.688 0.579 -0.046
C 0.197 -1.498 1.582 -0.711
H -0.946 -1.207 -0.811 0.276
H -1.636 0.230 -1.944 0.296
H -2.991 -1.152 -1.402 0.272
H -2.557 1.258 0.308 0.412
H -2.359 -0.322 1.175 0.195
H -0.856 2.415 0.312 0.399
H 2.061 0.915 -0.777 0.276
H 1.291 3.345 -0.615 0.223
H 1.924 2.106 1.448 0.197
H -0.522 -1.366 2.309 0.318
H 1.009 -2.262 1.786 0.237
Cl 1.374 -0.868 -0.814 -0.149
```

=====

2:
The following is a DFT calculation (wB97M-V/def2-TZVPD) of a structure of composition C7H11Cl.

Calculated values
Kohn-Sham gap ... 8.451 eV
Multiplicity ... 1
HOMO ... -8.01 eV
LUMO level ... 0.44 eV

XYZ file:
```
19
Properties=species:S:1:pos:R:3:mulliken_charge:R:1
C 0.712 -1.623 0.475 -0.916
C 1.136 -0.280 -0.063 0.808
C 2.620 0.027 -0.378 -1.145
C 0.314 0.760 -0.258 -0.672
C -1.163 0.535 -0.203 0.582
C -1.974 1.678 0.315 -1.181
C -1.881 -0.685 -0.395 -0.269
H 1.006 -1.537 1.738 0.249
H 1.751 -2.441 -0.124 0.197
H -0.558 -2.013 0.167 0.222
H 2.485 0.967 -0.878 0.355
H 3.139 -0.076 0.684 0.242
H 3.171 -0.687 -1.287 0.291
H 0.777 1.829 -0.353 0.101
H -2.181 1.505 1.524 0.219
H -2.973 1.563 -0.227 0.352
H -1.511 2.764 0.102 0.306
H -1.339 -1.551 -0.632 0.467
Cl -3.529 -0.736 -0.207 -0.209
```

=====

3:
The following is a DFT calculation (wB97M-V/def2-TZVPD) of an isolated molecule of C7H11Cl.

Calculated values
Kohn-Sham gap (alpha / beta) ... 7.914 / 8.272 eV
Multiplicity ... 1
HOMO (alpha / beta) ... -7.28 / -7.42 eV
LUMO level (alpha / beta) ... 0.63 / 0.85 eV

XYZ file:
```
19
Properties=species:S:1:pos:R:3:mulliken_charge:R:1
C -0.344 0.636 0.796 0.072
C -0.505 1.607 1.681 -0.873
C 0.662 0.479 -0.263 0.820
C -1.307 -0.430 0.452 0.343
C 0.477 1.270 -1.515 -1.173
C 1.636 -0.640 -0.290 -1.472
C -1.020 -1.886 0.506 -1.182
Cl -2.580 0.050 -0.626 -0.181
H -1.373 1.648 2.315 0.316
H 0.227 2.389 1.792 0.305
H 0.979 2.237 -1.430 0.278
H -0.579 1.474 -1.696 0.320
H 0.887 0.744 -2.377 0.383
H 1.321 -1.454 -0.959 0.310
H 1.807 -1.055 0.700 0.354
H 2.582 -0.263 -0.680 0.431
H -0.604 -2.296 -0.426 0.228
H -1.946 -2.428 0.707 0.407
H -0.320 -2.081 1.315 0.313
```

=====

Relative energies in kcal/mol: 1 129.3; 2 74.5; 3 0.0

=====

1:
The following is a DFT calculation (wB97M-V/def2-TZVPD) of an isolated molecule of C6H5FO.

Calculated values
SMILES ... O=C1C=C[C@@H]2C[C@]12F
Kohn-Sham gap ... 9.708 eV
Multiplicity ... 1
HOMO ... -9.67 eV
LUMO level ... 0.04 eV

XYZ file:
```
13
Properties=species:S:1:pos:R:3:mulliken_charge:R:1
C -0.659 -0.301 -0.028 0.849
C -1.274 0.591 0.912 -0.941
C -0.712 1.165 -0.320 -0.229
C 0.714 1.645 -0.246 -0.547
C 1.583 0.654 -0.089 -0.420
C 0.870 -0.623 0.071 0.354
H -2.363 0.565 0.969 0.282
H -0.805 0.914 1.834 0.247
H -1.365 1.526 -1.093 0.410
H 1.002 2.659 -0.432 0.447
H 2.660 0.780 -0.127 0.415
O 1.333 -1.738 0.264 -0.551
F -1.436 -1.258 -0.561 -0.317
```

=====

2:
The following is a DFT calculation (wB97M-V/def2-TZVPD) of an isolated molecule of C6H5FO.

Calculated values
SMILES ... O=C1C=C[C@@]2(F)C[C@@H]12
Kohn-Sham gap ... 9.828 eV
Multiplicity ... 1
HOMO ... -9.70 eV
LUMO level ... 0.13 eV

XYZ file:
```
13
Properties=species:S:1:pos:R:3:mulliken_charge:R:1
C -0.888 -0.429 -0.050 0.779
C -0.539 0.055 1.322 -0.807
C -0.435 0.939 0.150 -0.182
C 0.878 1.014 -0.590 0.307
C 1.158 -0.329 -1.111 -0.582
C 0.167 -1.103 -0.722 -0.408
H 0.345 -0.402 1.838 0.236
H -1.393 0.282 1.967 0.290
H -1.113 1.754 0.323 0.432
H 2.117 -0.644 -1.410 0.441
H 0.256 -2.171 -0.797 0.377
O 1.602 1.968 -0.643 -0.540
F -2.156 -0.935 -0.276 -0.342
```

=====

Relative energies in kcal/mol: 1 0.0; 2 3.7

=====

1:
The following is a DFT calculation (wB97M-V/def2-TZVPD) of a cluster of 3 separate species, C5H14O2 in total.

Calculated values
SMILES ... C=C(C)CC.O.O
Kohn-Sham gap ... 10.136 eV
Multiplicity ... 1
HOMO ... -9.47 eV
LUMO level ... 0.67 eV

XYZ file:
```
21
Properties=species:S:1:pos:R:3:mulliken_charge:R:1
C -1.088 2.173 0.854 -1.159
C -1.766 1.522 -0.343 -0.458
C -1.884 0.015 -0.377 1.010
C -1.385 -0.666 -1.416 -1.226
C -1.902 -0.602 0.980 -1.450
H -1.499 3.180 0.986 0.312
H -1.102 1.631 1.780 0.349
H -0.026 2.058 0.583 0.305
H -2.853 1.776 -0.478 0.307
H -1.365 2.005 -1.264 0.350
H -1.563 -1.746 -1.424 0.281
H -1.037 -0.236 -2.356 0.347
H -2.799 -0.173 1.512 0.353
H -2.094 -1.711 0.948 0.424
H -0.996 -0.492 1.556 0.265
H 6.253 -2.694 0.265 0.318
H 5.384 -1.551 0.700 0.324
O 6.170 -2.032 0.972 -0.644
H 1.240 -1.010 -0.624 0.342
H 2.183 -0.582 -1.884 0.315
O 2.129 -0.866 -0.969 -0.665
```

=====

2:
The following is a DFT calculation (wB97M-V/def2-TZVPD) of a cluster of 3 separate species, C5H14O2 in total.

Calculated values
SMILES ... C/C=C/CC.O.O
Kohn-Sham gap ... 8.080 eV
Multiplicity ... 1
HOMO ... -7.59 eV
LUMO level ... 0.49 eV

XYZ file:
```
21
Properties=species:S:1:pos:R:3:mulliken_charge:R:1
C 1.658 1.437 0.862 -1.220
C 1.636 0.069 0.178 -0.110
C 0.668 -0.802 0.942 -0.442
C -0.330 -1.589 0.526 -0.170
C -1.722 -1.402 1.194 -1.248
H 1.879 1.324 1.874 0.413
H 2.452 2.091 0.371 0.315
H 0.713 2.013 0.728 0.238
H 1.501 0.241 -0.869 0.283
H 2.583 -0.415 0.324 0.313
H 0.594 -0.741 2.069 0.304
H -0.105 -2.665 0.311 0.281
H -1.989 -0.442 1.655 0.330
H -2.586 -1.744 0.660 0.357
H -1.738 -2.024 2.105 0.401
H 0.757 0.879 -3.918 0.315
H -0.259 0.342 -2.966 0.311
O 0.548 0.085 -3.413 -0.639
H -2.517 1.723 -0.554 0.328
H -1.424 0.686 -0.943 0.281
O -2.318 0.936 -1.136 -0.641
```

=====

Relative energies in kcal/mol: 1 0.0; 2 49.8

=====

1:
The following is a DFT calculation (wB97M-V/def2-TZVPD) of a cluster of 2 separate species, C5H14O2 in total.

Calculated values
SMILES ... CC(C)CCO.O
Kohn-Sham gap ... 10.791 eV
Multiplicity ... 1
HOMO ... -10.18 eV
LUMO level ... 0.61 eV

XYZ file:
```
21
Properties=species:S:1:pos:R:3:mulliken_charge:R:1
C 2.025 -0.795 -0.656 -0.667
O 3.179 -0.090 -0.193 -0.528
C 0.874 -0.717 0.331 -0.435
C 0.253 0.673 0.495 0.835
C -0.790 0.665 1.594 -1.571
C -0.354 1.219 -0.805 -1.264
H 2.341 -1.819 -0.840 0.376
H 1.668 -0.433 -1.625 0.253
H 3.057 0.820 -0.483 0.331
H 1.209 -1.081 1.303 0.320
H 0.103 -1.430 0.007 0.176
H 1.064 1.349 0.791 0.160
H -0.392 0.415 2.567 0.412
H -1.215 1.659 1.757 0.414
H -1.643 0.012 1.418 0.266
H -1.121 0.499 -1.113 0.192
H 0.307 1.231 -1.656 0.359
H -0.865 2.158 -0.626 0.389
H -2.632 -1.915 -0.838 0.311
H -3.985 -1.367 -0.631 0.305
O -3.085 -1.053 -0.798 -0.634
```

=====

2:
The following is a DFT calculation (wB97M-V/def2-TZVPD) of a cluster of 3 separate species, C5H14O2 in total.

Calculated values
SMILES ... C=C(C)CC.O.O
Kohn-Sham gap ... 10.090 eV
Multiplicity ... 1
HOMO ... -9.40 eV
LUMO level ... 0.69 eV

XYZ file:
```
21
Properties=species:S:1:pos:R:3:mulliken_charge:R:1
C -0.712 -1.430 0.582 -0.891
C 0.798 -1.202 0.879 -0.487
C 1.314 0.173 0.495 0.630
C 2.502 0.509 0.004 -1.029
C 0.420 1.293 1.019 -1.136
H -1.131 -1.707 1.549 0.287
H -1.070 -0.572 0.020 0.142
H -0.860 -2.328 -0.008 0.350
H 1.135 -1.403 1.901 0.370
H 1.308 -1.957 0.273 0.312
H 2.907 1.520 -0.022 0.257
H 3.264 -0.182 -0.365 0.276
H 0.084 0.982 2.007 0.294
H 0.847 2.295 1.136 0.401
H -0.382 1.409 0.307 0.251
H -3.502 0.404 0.227 0.313
H -3.792 -0.141 -1.332 0.316
O -3.828 -0.272 -0.368 -0.649
H 0.154 0.473 -2.106 0.309
H 0.484 0.911 -3.502 0.310
O 0.062 1.225 -2.695 -0.628
```

=====

Relative energies in kcal/mol: 1 0.0; 2 25.4

=====

1:
The following is a DFT calculation (wB97M-V/def2-TZVPD) of an isolated molecule of C3H4OS2.

Calculated values
SMILES ... O=C[C@H](S)C=S
Kohn-Sham gap ... 8.694 eV
Multiplicity ... 1
HOMO ... -9.27 eV
LUMO level ... -0.57 eV

XYZ file:
```
10
Properties=species:S:1:pos:R:3:mulliken_charge:R:1
C -0.150 0.267 0.406 0.092
C -1.320 -0.479 -0.177 -0.103
C 1.064 -0.604 0.142 -0.168
H 1.173 1.970 -0.659 0.134
H -0.370 0.307 1.483 0.288
H -2.265 0.027 -0.077 0.389
H 0.799 -1.672 0.422 0.231
O -1.302 -1.524 -0.748 -0.428
S -0.144 1.901 -0.398 -0.171
S 2.515 -0.192 -0.394 -0.263
```

=====

2:
The following is a DFT calculation (wB97M-V/def2-TZVPD) of a cluster of 2 separate species, C3H4OS2 in total.

Calculated values
Kohn-Sham gap ... 8.012 eV
Multiplicity ... 1
HOMO ... -9.85 eV
LUMO level ... -1.84 eV

XYZ file:
```
10
Properties=species:S:1:pos:R:3:mulliken_charge:R:1
C -1.339 0.541 0.812 -0.547
C -1.002 0.010 -0.325 0.236
C -0.578 -0.424 -1.476 -0.563
O 2.845 0.956 0.411 -0.367
S 1.991 -1.590 0.728 -0.138
S 1.831 0.297 1.143 0.460
H -2.332 0.444 1.327 0.219
H -0.581 0.198 -2.348 0.225
H -0.260 -1.427 -1.705 0.304
H -0.574 0.994 1.433 0.171
```

=====

3:
The following is a DFT calculation (wB97M-V/def2-TZVPD) of a structure of composition C3H4OS2.

Calculated values
Kohn-Sham gap ... 7.592 eV
Multiplicity ... 1
HOMO ... -8.53 eV
LUMO level ... -0.94 eV

XYZ file:
```
10
Properties=species:S:1:pos:R:3:mulliken_charge:R:1
C 0.302 0.023 0.309 0.289
C -0.826 0.523 0.970 -0.186
C 0.507 0.335 -1.213 -0.178
H 0.096 -1.980 -0.313 0.354
H 1.176 0.478 0.729 0.184
H -1.289 1.664 0.761 0.239
H 1.008 1.396 -1.048 0.243
O 0.483 -1.378 0.690 -0.502
S -1.816 -0.486 1.637 -0.199
S 0.359 -0.576 -2.520 -0.244
```

=====

4:
The following is a DFT calculation (wB97M-V/def2-TZVPD) of a structure of composition C3H4OS2.

Calculated values
Kohn-Sham gap ... 7.415 eV
Multiplicity ... 1
HOMO ... -9.06 eV
LUMO level ... -1.64 eV

XYZ file:
```
10
Properties=species:S:1:pos:R:3:mulliken_charge:R:1
C -0.351 1.095 0.747 -0.865
C -0.494 -0.094 -0.123 0.579
C 0.477 -1.250 -0.093 0.143
H -0.194 1.038 2.136 0.262
H -1.176 1.849 0.436 0.316
H 0.878 1.611 0.439 0.248
H 0.177 -1.018 -2.299 0.200
O -1.047 0.289 -1.157 -0.542
S 0.723 -2.068 -1.599 -0.153
S 1.007 -1.452 1.512 -0.186
```

=====

Relative energies in kcal/mol: 1 0.0; 2 37.4; 3 64.0; 4 45.8

=====

1:
The following is a DFT calculation (wB97M-V/def2-TZVPD) of a cluster of 2 separate species, CH3ClOS in total.

Calculated values
Kohn-Sham gap (alpha / beta) ... 8.538 / 8.084 eV
Multiplicity ... 1
HOMO (alpha / beta) ... -8.83 / -8.98 eV
LUMO level (alpha / beta) ... -0.30 / -0.89 eV

XYZ file:
```
7
Properties=species:S:1:pos:R:3:mulliken_charge:R:1
C 0.142 -0.885 -0.822 -1.078
O -1.627 1.432 0.889 -0.366
S -0.447 0.726 1.227 0.466
Cl 1.268 1.813 1.055 -0.155
H 0.849 -0.199 -1.259 0.362
H -0.742 -1.378 -1.020 0.393
H 0.556 -1.510 -0.070 0.378
```

=====

2:
The following is a DFT calculation (wB97M-V/def2-TZVPD) of an isolated molecule of CH3ClOS.

Calculated values
SMILES ... COSCl
Kohn-Sham gap ... 8.826 eV
Multiplicity ... 1
HOMO ... -9.53 eV
LUMO level ... -0.71 eV

XYZ file:
```
7
Properties=species:S:1:pos:R:3:mulliken_charge:R:1
C 0.174 -0.216 -0.087 -0.465
O 1.203 -0.954 -0.638 -0.387
S 2.898 -0.877 0.399 0.199
Cl 3.556 0.853 -0.284 -0.072
H -0.498 -0.290 -0.876 0.274
H 0.527 0.917 -0.208 0.208
H -0.321 -0.333 0.927 0.243
```

=====

Relative energies in kcal/mol: 1 14.0; 2 0.0